Record 1
C6H14N2O2 | ωB97M-V/def2-TZVPD

Element x y z (Å)
C 0.8658 0.5135 -2.5224
C 1.5480 2.3456 0.7602
C 1.4875 0.9143 -1.1922
O 2.4990 0.3527 -0.8136
N 0.8753 1.8565 -0.4235
H 1.1970 1.0422 -3.4136
H 0.0124 2.2898 -0.6943
H 2.1892 1.5613 1.1562
H 1.4262 -0.4152 -2.6556
H -0.2091 0.3850 -2.5237
H 2.1985 3.2037 0.5509
H 0.8318 2.6852 1.4939
C -0.4493 -2.6058 2.1358
C -2.0743 -0.1546 -0.2708
C -1.5108 -1.4577 0.2051
O -1.7672 -2.4753 -0.4181
N -0.7333 -1.4512 1.3112
H -0.4548 -0.5499 1.6622
H -0.8608 -3.4929 1.6596
H -1.6671 0.0202 -1.2627
H 0.6041 -2.7659 2.2253
H -0.8031 -2.4237 3.1473
H -3.1598 -0.1488 -0.4369
H -2.0451 0.7708 0.3198

Forces on the atoms, in the same order (eV/Å):
1.10 -0.81 0.11
0.35 0.32 -0.01
-0.32 0.21 -0.30
0.20 0.20 0.00
0.20 0.04 0.12
-0.13 0.84 0.33
0.04 -0.04 -0.30
-0.19 -0.04 0.08
-0.81 -0.46 -0.18
-0.01 -0.03 -0.03
-0.04 -0.11 -0.17
-0.28 -0.12 0.27
0.04 0.09 -0.33
-0.96 1.46 -0.55
-0.37 -0.75 -0.05
-0.06 0.03 0.24
-0.04 0.68 0.27
-0.14 -0.03 0.07
-0.29 0.11 0.21
0.08 0.19 0.03
0.85 -0.08 -0.10
-0.41 -0.27 0.03
0.15 -1.04 -0.02
1.04 -0.39 0.28

Calculated values
* structure (SMILES): CNC(C)=O.CNC(C)=O
* highest occupied orbital energy: -9.602 eV
* orbital gap: 10.19 eV
* total charge: 0
* energy above the lowest of the compared OMol25 structures with the same formula, charge and spin: 107.0 kJ/mol

=====

Record 2
C6H14N2O2 | ωB97M-V/def2-TZVPD

Element x y z (Å)
C 0.8509 2.9007 -0.3196
C 2.1405 -0.5942 -1.1675
C 2.0316 0.8999 -1.1869
O 2.8260 1.6156 -1.7464
N 1.0136 1.4897 -0.4142
H 0.2894 0.8922 0.0329
H 1.6134 3.4161 -0.9020
H 1.4552 -1.1287 -0.5125
H -0.1346 3.1945 -0.6933
H 0.9421 3.1998 0.7245
H 1.9848 -0.9321 -2.1929
H 3.1713 -0.8263 -0.8989
C -2.9002 0.1362 1.3994
C -1.1447 -2.9826 0.3312
C -1.7281 -0.7532 1.1229
O -0.5864 -0.3605 0.8636
N -2.0341 -2.0548 1.0167
H -3.7747 -0.3489 1.8151
H -3.0114 -2.2718 0.8924
H -0.5317 -2.5011 -0.4209
H -2.6036 0.8762 2.1482
H -3.0926 0.7384 0.5078
H -0.4973 -3.4265 1.0905
H -1.7030 -3.7661 -0.1763

Forces on the atoms, in the same order (eV/Å):
0.57 0.35 -0.48
-0.05 -0.07 -0.27
0.81 -0.97 0.35
-0.32 0.40 -0.07
-0.59 0.75 -0.23
-0.12 -0.56 0.43
0.00 -0.18 0.05
-0.07 0.33 0.09
-0.18 -0.16 0.21
-0.23 -0.03 0.27
0.07 -0.09 -0.02
-0.04 -0.04 -0.04
0.72 1.22 0.78
0.45 -0.42 0.66
-0.66 -0.69 -0.79
0.35 0.69 0.05
-0.32 -0.20 -0.96
-0.13 -0.25 -0.39
-0.03 0.12 0.46
0.06 0.33 -0.01
0.09 -0.05 0.02
-0.31 -0.33 -0.05
0.12 -0.18 -0.33
-0.19 0.03 0.26

Calculated values
* spin multiplicity: 2
* highest occupied orbital energy (alpha / beta): -13.699 / -13.694 eV
* orbital gap (alpha / beta): 10.96 / 5.60 eV
* total charge: +1
* expectation value of S²: 0.770
* energy above the lowest of the compared OMol25 structures with the same formula, charge and spin: 10.7 kJ/mol

=====

Record 3
C6H14N2O2S | ωB97M-V/def2-TZVPD

Element x y z (Å)
C 3.6752 0.9825 -0.3921
C -3.1211 -0.6721 0.2733
C -2.7518 1.1196 -1.2119
C 2.2877 -1.9108 0.1382
C -0.7792 0.5844 0.2143
C -2.0532 0.0062 -0.4994
N 3.2883 0.6744 0.8195
N 0.2566 -0.3131 0.1970
O 2.9720 0.8788 -1.4028
O 1.5949 -0.5773 2.4609
S 1.5645 -0.4144 0.9705
H 4.5271 1.7453 -0.5256
H -2.6698 -1.3070 1.0906
H -3.6032 0.0278 0.9386
H -3.8448 -1.2532 -0.3937
H -2.0926 1.6055 -1.8874
H -3.1411 1.8694 -0.3965
H -3.7243 0.7894 -1.6340
H 2.9417 -2.5160 0.8128
H 2.7348 -1.3599 -0.6130
H 1.4917 -2.6508 -0.1646
H -0.7347 1.5283 -0.3419
H -0.9354 0.9766 1.2686
H -1.6638 -0.7018 -1.3496
H 3.7806 0.8880 1.6281

Forces on the atoms, in the same order (eV/Å):
-0.36 3.63 -2.56
0.25 -2.35 1.89
-2.16 1.50 1.87
-1.59 -1.22 2.32
-3.21 2.17 1.48
1.03 -1.02 -2.02
-3.18 -2.22 -0.76
3.63 -0.58 -0.25
0.57 -1.15 0.65
-0.11 1.02 -2.74
0.50 -2.62 2.47
-0.16 -1.44 0.76
-0.41 -0.28 -1.18
-0.80 0.61 -0.32
0.95 0.84 1.18
0.15 0.65 -0.90
0.99 -0.92 -1.41
0.86 0.08 -0.34
-0.14 1.26 -0.37
1.27 0.10 -2.14
0.53 1.45 0.04
1.48 -0.21 -0.19
-0.59 -0.64 -0.85
-0.41 1.03 1.67
0.91 0.30 1.69

Calculated values
* structure (SMILES): CC(C)CN=[S@](C)(=O)NC=O
* highest occupied orbital energy: -9.579 eV
* orbital gap: 9.22 eV
* total charge: 0
* energy above the lowest of the compared OMol25 structures with the same formula, charge and spin: 412.0 kJ/mol

=====

Record 4
C6H14N2OS | ωB97M-V/def2-TZVPD

Element x y z (Å)
C -0.5331 -0.3359 2.4868
C -1.3239 -1.7173 -0.5015
C 2.2752 -0.7272 0.2833
C -1.7422 1.1207 -0.3514
C 0.5933 1.6448 -1.0260
C -0.1928 -0.6874 -0.5535
N 1.0650 -1.2523 -0.4319
N -0.4497 0.6266 -0.7821
O 0.2159 0.1606 3.4606
S -1.7344 -1.4328 2.8304
H -2.0954 -1.2809 -0.9082
H -1.0090 -2.6538 -1.0129
H -1.3678 -2.0230 0.6160
H 2.0421 -0.7005 1.3732
H 2.9913 -1.4877 0.1206
H 2.3880 0.3070 0.1229
H -2.3636 0.3741 -0.0675
H -1.5020 1.6986 0.5718
H -2.1044 1.6467 -1.3200
H 0.1091 2.4544 -1.5780
H 1.0378 1.8440 -0.0390
H 1.2695 1.2233 -1.7475
H 0.9393 -2.1597 0.0275
H 0.4684 1.0077 3.3334

Forces on the atoms, in the same order (eV/Å):
-0.78 0.31 -2.45
5.83 -1.99 2.90
-2.99 -0.18 1.49
2.00 3.31 -2.27
-1.10 -1.33 0.26
0.97 0.10 0.83
-0.73 0.22 0.76
0.91 -2.72 -0.14
-1.21 -4.17 3.06
0.64 -0.05 0.56
-4.60 1.51 -1.81
-0.18 0.82 -0.06
-0.77 0.84 -1.31
-0.07 -0.43 -0.45
1.43 0.13 -0.48
1.20 0.84 -1.06
-1.87 -2.15 0.77
-0.68 0.22 -0.77
-0.11 -0.16 2.21
0.09 0.29 0.75
0.06 0.73 -0.60
0.75 -0.22 0.06
-0.28 0.18 -0.90
1.49 3.90 -1.36

Calculated values
* highest occupied orbital energy: -5.838 eV
* orbital gap: 6.31 eV
* total charge: 0
* energy above the lowest of the compared OMol25 structures with the same formula, charge and spin: 505.8 kJ/mol

=====

Record 5
C6H14N3 | ωB97M-V/def2-TZVPD

Element x y z (Å)
C 1.2200 2.3251 -0.8246
C 1.8323 0.1161 -0.7767
C -1.0904 0.1551 1.7746
C -1.2756 0.3470 -0.7822
C -0.2768 -1.7986 0.4054
C -0.5450 -0.2951 0.4132
N 0.6884 1.9150 0.2559
N 1.8489 1.3154 -1.5639
N 0.8890 0.5129 0.3073
H 0.9780 3.3080 -1.1230
H 1.4447 -0.8059 -1.2569
H 2.9099 0.0628 -0.2275
H -0.3443 -0.2542 2.5003
H -1.2243 1.2832 1.6251
H -2.0682 -0.2789 2.0529
H -0.4508 0.3717 -1.4859
H -1.5953 1.3563 -0.4433
H -2.3095 -0.0797 -0.9879
H 0.6930 -1.8672 -0.1404
H -0.1725 -2.1910 1.4498
H -1.0317 -2.3980 -0.1408
H 2.3653 1.4798 -2.3194
H 1.1463 0.2862 1.2328

Forces on the atoms, in the same order (eV/Å):
0.29 -2.58 -0.56
2.84 0.19 1.66
0.30 0.92 -0.78
-1.42 -0.18 1.73
1.06 0.24 -0.31
-1.73 0.66 -0.13
-0.37 0.65 0.59
-3.79 1.02 3.83
-1.53 -1.14 0.09
0.55 1.00 -0.63
0.82 0.74 -0.02
-2.39 -0.80 -1.43
-0.68 1.07 0.11
0.43 -1.51 1.30
0.49 0.02 -0.52
-1.23 0.11 -1.40
0.76 -0.34 -0.55
1.83 -0.27 -0.42
-0.75 -1.06 0.58
0.04 0.28 -1.01
0.38 0.59 0.30
2.57 0.55 -3.61
1.51 -0.14 1.18

Calculated values
* structure (SMILES): CC(C)(C)[N@H+]1CNC=N1
* highest occupied orbital energy: -13.908 eV
* orbital gap: 10.99 eV
* total charge: +1
* energy above the lowest of the compared OMol25 structures with the same formula, charge and spin: 264.3 kJ/mol

=====

Record 6
C6H14N3O | ωB97M-V/def2-TZVPD

Element x y z (Å)
C 2.5488 -0.1599 -0.3391
C 0.4552 0.1345 -0.2798
C 3.8046 -0.8415 -0.3944
C -1.6971 0.9366 -0.7954
C -1.3770 -0.4629 1.2989
C -1.1015 -1.4539 -0.9627
N 2.2863 1.0667 -0.2330
N 0.9831 1.3433 -0.2163
N -0.9699 -0.2127 -0.1220
O 1.3363 -0.8247 -0.3640
H -0.7752 2.9387 1.7038
H -0.2072 2.7530 1.2664
H 3.5654 -1.8124 -0.0106
H 4.4990 -0.4278 0.3208
H 4.2213 -0.7665 -1.3814
H -1.2077 1.8210 -0.2774
H -1.4777 0.8408 -1.8961
H -2.7155 0.7503 -0.6379
H -0.6123 -0.9613 1.8436
H -1.5265 0.5053 1.6757
H -2.1624 -1.2245 1.0994
H -2.0915 -1.4884 -1.4233
H -0.4032 -1.3642 -1.9325
H -0.8723 -2.2659 -0.3169

Forces on the atoms, in the same order (eV/Å):
-1.95 0.69 0.25
-0.28 2.26 0.97
0.33 -0.50 0.65
2.28 0.35 0.03
-0.51 -1.49 -2.03
0.49 0.76 -2.99
2.66 2.94 -0.13
-2.00 -2.55 0.05
2.53 -0.12 -2.44
0.28 -1.68 0.11
-0.13 0.09 0.13
0.08 0.06 0.05
0.48 -1.09 -0.45
0.15 0.46 0.08
0.28 -0.52 -0.42
-1.38 -0.64 -1.17
-0.05 0.48 1.23
-1.55 0.25 0.43
0.92 -0.33 0.23
-1.05 0.89 1.03
-0.34 1.17 1.21
-0.17 -0.17 0.70
-1.32 -0.35 2.53
0.24 -0.96 -0.03

Calculated values
* highest occupied orbital energy: -14.193 eV
* orbital gap: 11.35 eV
* total charge: +1
* energy above the lowest of the compared OMol25 structures with the same formula, charge and spin: 280.7 kJ/mol